[1]
Here is a structure of composition C37H42MgN4Sb2 in a non-equilibrium geometry from OMol25. Energies are from ωB97M-V/def2-TZVPD.

Properties
**Total charge**: +2
**LUMO**: -5.647 eV

Positions of all 86 atoms, in Å:
Mg  -1.948  0.584  0.206
C  -0.925  -2.319  2.099
C  0.412  -1.947  2.735
C  0.714  -0.457  2.632
Sb  0.823  0.148  0.555
C  2.783  -0.715  0.184
C  3.091  -1.575  -0.852
C  4.385  -2.062  -0.972
C  5.360  -1.687  -0.065
C  5.049  -0.806  0.957
C  3.763  -0.313  1.079
C  1.629  2.126  0.682
C  1.338  3.004  1.711
C  1.876  4.282  1.707
C  2.695  4.690  0.666
C  2.974  3.817  -0.375
C  2.440  2.541  -0.365
Sb  -1.158  -3.682  0.305
C  0.664  -4.827  0.019
C  1.941  -4.438  0.387
C  3.023  -5.268  0.139
C  2.837  -6.485  -0.493
C  1.565  -6.865  -0.894
C  0.484  -6.042  -0.630
C  -0.762  -2.389  -1.431
C  0.227  -2.750  -2.334
C  0.382  -2.068  -3.533
C  -0.460  -1.015  -3.853
C  -1.490  -0.680  -2.988
C  -1.643  -1.375  -1.794
H  -1.466  -1.399  1.849
H  -1.534  -2.854  2.829
H  1.228  -2.502  2.275
H  0.396  -2.234  3.791
H  1.665  -0.237  3.117
H  -0.072  0.125  3.124
H  2.334  -1.869  -1.565
H  4.625  -2.738  -1.777
H  6.364  -2.070  -0.157
H  5.803  -0.495  1.663
H  3.527  0.399  1.861
H  0.704  2.688  2.531
H  1.653  4.963  2.514
H  3.129  5.679  0.676
H  3.610  4.127  -1.191
H  2.677  1.843  -1.162
H  2.118  -3.484  0.864
H  4.013  -4.958  0.443
H  3.678  -7.136  -0.672
H  1.413  -7.803  -1.406
H  -0.511  -6.344  -0.934
H  0.869  -3.592  -2.115
H  1.148  -2.375  -4.228
H  -0.336  -0.487  -4.788
H  -2.214  0.078  -3.272
H  -2.528  -1.185  -1.192
N  -3.811  1.789  0.494
C  -4.889  1.386  -0.429
C  -5.717  0.246  0.151
C  -4.954  -1.072  0.156
N  -3.718  -0.978  0.955
H  -4.220  1.885  1.425
H  -3.511  2.728  0.238
H  -4.419  1.058  -1.363
H  -5.550  2.233  -0.648
H  -6.612  0.117  -0.456
H  -6.047  0.497  1.164
H  -4.677  -1.329  -0.871
H  -5.608  -1.864  0.540
H  -3.323  -1.919  0.994
H  -3.991  -0.767  1.917
N  -0.261  3.955  -1.986
C  -0.692  2.693  -1.839
N  -1.256  2.481  -0.674
C  -1.198  3.686  -0.001
C  -1.617  4.044  1.279
C  -1.461  5.361  1.652
C  -0.887  6.309  0.798
C  -0.418  5.964  -0.451
C  -0.577  4.640  -0.837
H  0.212  4.330  -2.795
H  -0.599  1.946  -2.609
H  -2.026  3.311  1.966
H  -1.784  5.681  2.630
H  -0.802  7.330  1.133
H  0.045  6.690  -1.099


[2]
Here is a structure of composition C37H43BN8SSbY from OMol25. Energies are from ωB97M-V/def2-TZVPD.

Properties
**Total charge**: +2
**ΔE to the lowest compared entry with this formula, charge and spin**: 13.80 kcal/mol
**LUMO**: -5.263 eV

Positions of all 92 atoms, in Å:
Y  -0.035  -0.237  -0.466
C  -0.890  3.274  -0.241
C  -0.683  2.282  0.878
C  0.593  2.024  1.386
C  0.777  1.188  2.485
C  -0.315  0.577  3.084
C  -1.587  0.793  2.572
C  -1.765  1.636  1.477
H  -0.955  2.792  -1.222
H  -0.075  3.995  -0.279
H  -1.823  3.818  -0.099
H  1.438  2.569  0.981
H  1.770  1.031  2.887
H  -0.174  -0.062  3.946
H  -2.448  0.335  3.042
H  -2.764  1.864  1.127
B  -0.744  0.305  -3.315
N  -0.422  -1.220  -3.309
C  -0.585  -2.162  -4.238
C  -0.311  -3.400  -3.670
C  0.010  -3.120  -2.351
N  -0.066  -1.799  -2.128
N  -2.128  0.484  -2.632
C  -3.345  0.679  -3.144
C  -4.280  0.547  -2.126
C  -3.524  0.257  -1.000
N  -2.220  0.214  -1.303
H  -0.724  0.751  -4.425
H  0.088  0.851  -2.568
H  -0.872  -1.896  -5.244
H  -0.331  -4.362  -4.154
H  0.306  -3.786  -1.557
H  -3.468  0.910  -4.191
H  -5.349  0.653  -2.196
H  -3.850  0.102  0.016
S  0.714  -2.128  1.243
Sb  -0.796  -3.660  2.129
C  -1.361  -5.092  0.731
C  -2.215  -4.782  -0.329
C  -2.601  -5.783  -1.207
C  -2.140  -7.083  -1.028
C  -1.291  -7.387  0.026
C  -0.898  -6.393  0.914
C  0.325  -4.649  3.563
C  1.630  -4.961  3.181
C  2.443  -5.667  4.057
C  1.957  -6.050  5.300
C  0.658  -5.740  5.674
C  -0.170  -5.041  4.806
C  -2.518  -2.705  2.782
C  -3.324  -2.118  1.806
C  -4.553  -1.581  2.160
C  -4.970  -1.615  3.485
C  -4.162  -2.181  4.458
C  -2.935  -2.736  4.112
H  -2.582  -3.777  -0.490
H  -3.266  -5.552  -2.029
H  -2.450  -7.864  -1.712
H  -0.938  -8.401  0.164
H  -0.243  -6.643  1.740
H  2.022  -4.652  2.219
H  3.456  -5.916  3.769
H  2.596  -6.597  5.982
H  0.282  -6.048  6.641
H  -1.185  -4.836  5.105
H  -3.011  -2.080  0.769
H  -5.196  -1.148  1.404
H  -5.933  -1.203  3.758
H  -4.487  -2.200  5.490
H  -2.317  -3.160  4.887
C  3.320  0.115  0.205
N  4.718  0.226  -0.140
C  4.939  1.529  -0.783
N  4.125  1.675  -1.995
C  2.729  1.556  -1.646
N  2.418  0.238  -0.997
C  2.852  -0.840  -1.967
N  4.248  -0.728  -2.317
C  5.056  -0.832  -1.099
C  4.478  0.592  -2.921
H  3.061  0.917  0.896
H  3.132  -0.847  0.684
H  5.991  1.620  -1.050
H  4.689  2.326  -0.081
H  2.112  1.641  -2.541
H  2.454  2.350  -0.949
H  2.242  -0.745  -2.865
H  2.658  -1.808  -1.505
H  6.110  -0.751  -1.359
H  4.885  -1.804  -0.635
H  3.880  0.682  -3.828
H  5.530  0.684  -3.186


Number 1: E_tot -63518.710 eV, M 810.6 g/mol, HOMO level -0.4889 hartree. Number 2: E_tot -70070.503 eV, M 853.4 g/mol, HOMO level -0.4977 hartree.